This record from the OMol25 dataset describes a 13-piece molecular cluster, H26O13 overall at a distorted geometry. The level of theory is ωB97M-V/def2-TZVPD.

Each line ends with the Mulliken charge.
Cartesian coordinates (Å):
O 1.15721 2.66689 -2.06544  -0.652
H 1.48686 2.13249 -1.36745  0.242
H 0.94950 2.30484 -2.95106  0.395
O 0.09954 0.27566 2.02304  -0.432
H 0.97654 0.29399 1.46706  0.385
H -0.45840 0.63010 1.26196  0.357
O 2.23207 -1.80298 0.67492  -0.629
H 1.75111 -2.40784 0.09315  0.349
H 2.30611 -1.01516 0.12531  0.292
O 3.54335 2.62085 -0.06432  -0.613
H 3.88369 1.97103 0.62418  0.334
H 2.75463 2.81912 0.51328  0.279
O -1.46568 -3.31566 -0.34675  -0.724
H -1.24948 -4.25728 -0.05805  0.325
H -0.60402 -2.77836 -0.37257  0.338
O -2.74765 2.55782 1.58805  -0.633
H -2.52014 1.67551 1.48984  0.304
H -2.91660 3.15264 0.92760  0.295
O -0.27981 -3.34604 1.84396  -0.596
H -0.97454 -2.67706 1.83851  0.328
H 0.48386 -2.73709 2.10140  0.287
O 0.50556 1.50846 3.96862  -0.274
H 0.16406 2.23398 3.42780  0.420
H -0.37262 1.16958 4.13685  0.412
O -1.34477 -0.83723 -1.94172  -0.562
H -1.42906 -1.71102 -1.49628  0.316
H -1.70712 -0.29963 -1.17041  0.331
O 1.63460 -2.80706 -2.13905  -0.497
H 2.52330 -2.85706 -2.35265  0.250
H 1.09839 -3.16549 -2.80437  0.263
O -0.83969 2.04317 -0.57849  -0.509
H -0.88593 2.84002 -0.06446  0.266
H -0.69436 2.32142 -1.52679  0.305
O -3.08056 0.17322 0.48590  -0.576
H -3.66795 0.52825 -0.16651  0.328
H -3.62614 -0.59689 0.84637  0.289
O 1.32827 0.14991 -3.01792  -0.607
H 1.57658 0.51526 -2.16831  0.242
H 0.40931 0.02765 -2.78521  0.369

As for the spin multiplicity: 2. The energy above the lowest of the compared OMol25 structures with the same formula, charge and spin comes out at 86.40 kcal/mol. Its expectation value of S² is 0.757. The net charge is +1. The value obtained for the gap between HOMO and LUMO (alpha / beta) is 9.3 / 3.4 eV. The HOMO energy (alpha / beta) comes out at -13.7 / -13.7 eV. The value obtained for the LUMO energy (alpha / beta) is -4.39 / -10.34 eV.

This record from the OMol25 dataset describes a 13-piece molecular cluster, H26O13 overall at a distorted geometry. The level of theory is ωB97M-V/def2-TZVPD.

Each line ends with the Mulliken charge.
Cartesian coordinates (Å):
O 17.40122 16.77290 15.46043  -0.591
H 17.43567 16.65511 14.51112  0.271
H 18.23015 17.19839 15.67969  0.299
O 16.19870 20.46706 15.40533  -0.607
H 16.80619 19.92099 14.90634  0.299
H 16.44500 21.36491 15.18298  0.308
O 17.21552 19.14821 12.80241  -0.588
H 18.14663 19.36235 12.86088  0.254
H 16.93484 19.52377 11.96789  0.238
O 12.14276 15.87699 14.10983  -0.605
H 12.73372 15.30580 13.61918  0.303
H 12.09044 15.47871 14.97865  0.327
O 15.55873 18.75755 10.67950  -0.629
H 15.15788 17.89621 10.56277  0.271
H 14.88736 19.27669 11.12221  0.371
O 13.52370 16.56148 10.28233  -0.624
H 13.69339 15.87386 10.92623  0.317
H 12.60939 16.80520 10.42679  0.339
O 13.92213 20.90445 11.85341  -0.672
H 13.06640 21.02451 11.44165  0.314
H 13.72708 20.79135 12.78368  0.337
O 14.35812 14.64288 12.24173  -0.715
H 14.27688 14.23562 13.10415  0.278
H 14.23694 13.92214 11.62360  0.280
O 13.11933 20.44710 14.78660  -0.536
H 13.75872 19.73480 14.79306  0.253
H 13.60407 21.20763 15.10731  0.368
O 16.70534 15.81051 12.56712  -0.546
H 17.39911 15.28700 12.16608  0.239
H 15.89397 15.37810 12.30078  0.330
O 14.33774 18.39633 16.13062  -0.196
H 14.56744 18.10196 15.24925  0.613
H 14.69239 19.28360 16.18733  0.375
O 14.81506 18.07791 13.45520  -0.030
H 15.63194 18.45189 13.12494  0.328
H 14.67426 17.29764 12.91893  0.053
O 15.23098 14.69323 14.93967  -0.671
H 15.51194 15.37405 14.32830  0.317
H 15.45500 15.03917 15.80360  0.326

As for the spin multiplicity: 2. The energy above the lowest of the compared OMol25 structures with the same formula, charge and spin comes out at 9.19 kcal/mol. Its expectation value of S² is 0.757. The net charge is +1. The value obtained for the gap between HOMO and LUMO (alpha / beta) is 10.8 / 3.6 eV. The HOMO energy (alpha / beta) comes out at -13.8 / -13.8 eV. The value obtained for the LUMO energy (alpha / beta) is -3.05 / -10.22 eV.

This record from the OMol25 dataset describes a 13-piece molecular cluster, H27O13 overall at a distorted geometry. The level of theory is ωB97M-V/def2-TZVPD.

Each line ends with the Mulliken charge.
Cartesian coordinates (Å):
O -0.30263 2.94433 -1.94857  -0.614
H 0.95995 -0.72681 2.47945  0.584
H 1.11754 2.43559 -0.77978  0.299
O 1.95561 1.86325 -0.65118  -0.846
H 0.11660 -0.97971 0.47802  0.231
H 0.70695 -3.74031 1.45202  0.267
O -3.97010 -1.84012 -0.40984  -0.713
H -1.00700 -1.56071 1.05726  0.322
O 0.21302 -3.32618 2.03386  -0.508
H 1.65701 -3.23299 -2.34899  0.329
H 0.23259 -3.36304 2.89840  0.253
O 2.09598 0.21155 -3.04951  -0.619
H -0.50297 3.54859 -2.67498  0.279
H -1.79970 1.47679 1.76963  0.308
O 1.33130 2.49444 1.81384  -0.649
H 0.70701 -4.31693 -1.82339  0.316
H 1.83328 2.35643 0.94524  0.478
O 3.51774 -0.24761 0.72193  -0.635
H 1.31018 0.72125 2.25236  0.398
H 3.18005 0.56662 0.27782  0.358
O -1.72729 -0.86888 -0.99614  -0.433
H -2.57266 -0.87225 -0.72303  0.472
H 2.21719 1.01532 -2.54944  0.367
O 0.86350 -3.34610 -1.71171  -0.613
H 1.88987 2.96433 2.36479  0.269
H 1.50598 0.95885 -0.77720  0.373
O -2.80721 1.28342 -2.23071  -0.743
H -2.41355 0.64040 -1.58921  0.373
H -3.78378 1.50909 -1.98685  0.322
O -0.50140 -0.63402 1.12861  -0.774
H -1.60259 -1.49124 -1.66614  0.167
H -0.86342 2.25779 -1.91730  0.270
O -1.38477 1.42781 2.56576  -0.600
H 1.14741 0.07713 -3.08603  0.298
H 4.29206 -0.55478 0.14399  0.308
O 0.83290 0.29018 2.90010  -0.480
H -4.23428 -2.06115 -1.35337  0.340
H -0.07504 0.76242 2.57360  0.540
H -0.97182 2.20387 2.95772  0.366
H -3.98005 -2.61123 0.29388  0.341

The energy above the lowest of the compared OMol25 structures with the same formula, charge and spin comes out at 109.03 kcal/mol. The net charge is +1. The value obtained for the gap between HOMO and LUMO is 11.2 eV. The HOMO energy comes out at -14.0 eV. The value obtained for the LUMO energy is -2.82 eV.

This record from the OMol25 dataset describes H28KrO14 as an isolated structure at a distorted geometry. The level of theory is ωB97M-V/def2-TZVPD.

Each line ends with the Mulliken charge.
Cartesian coordinates (Å):
Kr -0.16042 0.38832 -0.05098  0.011
O -2.55493 3.15445 1.69185  -0.614
H -3.24614 3.75376 1.41025  0.292
H -1.76016 3.49475 1.28103  0.363
O 0.10323 4.11754 0.99011  -0.688
H -0.08905 4.54113 0.15355  0.318
H 0.79734 3.49031 0.78757  0.348
O 2.52773 -1.20048 0.74899  -0.576
H 2.64294 -1.51308 -0.14836  0.248
H 1.90751 -1.81598 1.13977  0.403
O 1.24290 -3.08485 -2.01252  -0.696
H 1.12585 -2.27511 -2.50937  0.421
H 2.06549 -3.44978 -2.33871  0.307
O 2.73443 1.23082 2.57699  -0.719
H 2.87517 0.35778 2.21060  0.315
H 1.92652 1.15089 3.08407  0.310
O -3.25267 0.63240 2.64508  -0.624
H -2.44590 0.13455 2.77739  0.341
H -2.98657 1.38445 2.11608  0.355
O 2.44596 2.86755 0.41401  -0.677
H 3.19784 3.44126 0.26653  0.290
H 2.74872 2.23877 1.06915  0.392
O 0.92511 -0.83125 -3.33493  -0.733
H 1.40521 -0.11735 -2.91529  0.377
H 1.06546 -0.69651 -4.27214  0.300
O -1.19297 -1.09705 3.58144  -0.684
H -0.99328 -1.56459 2.77041  0.351
H -0.48397 -0.46041 3.67223  0.311
O -3.18726 -1.16858 -1.01430  -0.638
H -3.74339 -0.39476 -1.10451  0.275
H -3.78388 -1.86111 -0.73027  0.247
O 0.39469 -2.69493 1.43003  -0.634
H 0.16160 -3.12451 0.60701  0.300
H 0.27070 -3.37040 2.09682  0.287
O -1.40098 -3.30520 -0.91698  -0.689
H -0.60735 -3.29961 -1.45210  0.424
H -1.79874 -2.44787 -1.06866  0.368
O 2.24315 1.30881 -2.19514  -0.686
H 2.28757 1.48226 -1.25483  0.273
H 1.73315 2.03711 -2.54969  0.321
O -1.83148 -0.33847 -3.56266  -0.647
H -2.37558 -0.65854 -2.84312  0.388
H -0.93337 -0.43651 -3.24639  0.367

The energy above the lowest of the compared OMol25 structures with the same formula, charge and spin comes out at 3.66 kcal/mol. The net charge is 0. The value obtained for the gap between HOMO and LUMO is 9.9 eV. The HOMO energy comes out at -9.9 eV. The value obtained for the LUMO energy is -0.02 eV.